Record 1
{
  "formula": "C3HO2Tm",
  "method": "the ωB97M-V functional and the def2-TZVPD basis",
  "spin_multiplicity": 3,
  "charge": 2,
  "relative_energy_kcal_mol": 30.6,
  "e_homo_ev": [-18.11, -17.40],
  "orbital_gap_ev": [7.63, 6.21],
  "species": ["C", "H", "C", "O", "C", "Tm", "O"],
  "coordinates": [[1.847, -0.029, -1.069], [2.917, -0.116, -1.100], [0.645, 0.063, -0.996], [-0.701, 0.083, -1.067], [-1.297, 0.562, 0.103], [-2.269, -0.312, 3.079], [-1.141, -0.252, 1.049]],
  "mulliken_spin": [0.20, -0.01, 0.09, 0.22, 0.41, 1.00, 0.09]
}


Record 2
{
  "formula": "C8H9BClNO3",
  "method": "the ωB97M-V functional and the def2-TZVPD basis",
  "smiles": "O=C(CCl)Nc1cccc(B(O)O)c1",
  "relative_energy_kcal_mol": 0.0,
  "e_homo_ev": -8.64,
  "orbital_gap_ev": 9.07,
  "species": ["O", "C", "C", "Cl", "N", "C", "C", "C", "C", "C", "B", "O", "O", "C", "H", "H", "H", "H", "H", "H", "H", "H", "H"],
  "coordinates": [[-2.091, -1.177, 2.202], [-0.932, -1.495, 2.278], [-0.475, -2.483, 3.293], [1.202, -3.029, 2.987], [0.051, -0.864, 1.508], [-0.207, 0.012, 0.438], [-1.536, 0.237, 0.036], [-1.805, 0.910, -1.140], [-0.766, 1.380, -1.944], [0.542, 1.126, -1.596], [1.779, 1.580, -2.393], [2.236, 0.681, -3.385], [2.409, 2.786, -2.169], [0.797, 0.457, -0.418], [-1.144, -3.346, 3.333], [-0.546, -2.091, 4.319], [0.998, -1.252, 1.620], [-2.351, -0.187, 0.595], [-2.822, 1.119, -1.423], [-1.015, 2.033, -2.745], [1.681, -0.050, -3.719], [2.165, 3.450, -1.494], [1.829, 0.201, -0.184]],
  "mulliken_charge": [-0.61, 0.49, -0.35, -0.26, -0.12, 0.16, -0.31, -0.61, -0.69, -0.06, 0.86, -0.67, -0.67, -0.28, 0.35, 0.28, 0.19, 0.57, 0.38, 0.41, 0.34, 0.34, 0.27]
}


Record 3
{
  "formula": "C19H45N5O7",
  "method": "the ωB97M-V functional and the def2-TZVPD basis",
  "smiles": "CNC(C)=O.CNC(C)=O.CNC(C)=O.CNC(C)=O.CNC(C)=O.COCCOC",
  "e_homo_ev": -8.91,
  "orbital_gap_ev": 9.15,
  "species": ["C", "N", "C", "C", "O", "H", "H", "H", "H", "H", "H", "H", "C", "N", "C", "C", "O", "H", "H", "H", "H", "H", "H", "H", "C", "N", "C", "C", "O", "H", "H", "H", "H", "H", "H", "H", "C", "N", "C", "C", "O", "H", "H", "H", "H", "H", "H", "H", "C", "N", "C", "C", "O", "H", "H", "H", "H", "H", "H", "H", "C", "O", "C", "C", "O", "C", "H", "H", "H", "H", "H", "H", "H", "H", "H", "H"],
  "coordinates": [[-3.322, -0.952, -20.407], [-4.089, -2.149, -20.463], [-3.835, -3.183, -21.274], [-4.933, -4.270, -21.275], [-2.850, -3.276, -21.975], [-3.933, -0.143, -20.002], [-2.901, -0.722, -21.384], [-2.583, -1.051, -19.605], [-4.986, -2.043, -20.013], [-4.565, -5.073, -21.915], [-5.936, -3.899, -21.472], [-4.950, -4.869, -20.359], [-7.534, -0.442, -21.943], [-8.221, -0.692, -20.711], [-9.428, -0.168, -20.409], [-9.988, -0.552, -19.046], [-10.114, 0.461, -21.204], [-8.184, -0.442, -22.817], [-6.689, -1.126, -21.986], [-7.151, 0.583, -21.895], [-7.743, -1.261, -20.022], [-9.453, -1.428, -18.668], [-11.041, -0.799, -19.138], [-9.696, 0.175, -18.286], [-6.403, -4.143, -17.234], [-5.871, -2.843, -16.872], [-6.058, -1.786, -17.680], [-5.572, -0.460, -17.110], [-6.681, -1.865, -18.722], [-7.496, -4.145, -17.280], [-6.336, -4.885, -16.438], [-6.052, -4.488, -18.206], [-5.142, -2.911, -16.182], [-5.045, -0.691, -16.183], [-6.393, 0.215, -16.876], [-4.833, 0.059, -17.720], [-10.276, -1.098, -11.120], [-10.681, -0.774, -12.461], [-9.788, -0.636, -13.441], [-10.387, -0.616, -14.825], [-8.572, -0.541, -13.321], [-9.410, -1.754, -11.128], [-11.113, -1.627, -10.657], [-10.149, -0.273, -10.418], [-11.616, -0.712, -12.828], [-10.151, -1.582, -15.272], [-9.947, 0.158, -15.454], [-11.454, -0.392, -14.887], [-7.870, 3.167, -19.820], [-8.941, 3.216, -20.811], [-8.962, 4.104, -21.814], [-10.078, 3.953, -22.843], [-8.245, 5.083, -21.915], [-8.320, 3.723, -18.996], [-6.934, 3.595, -20.169], [-7.698, 2.123, -19.558], [-9.653, 2.501, -20.810], [-10.709, 4.828, -22.976], [-10.716, 3.100, -22.592], [-9.661, 3.697, -23.818], [-3.440, 1.048, -26.175], [-4.242, -0.117, -26.160], [-4.486, -0.741, -24.934], [-5.053, -2.168, -25.043], [-6.131, -2.332, -24.169], [-7.100, -3.269, -24.564], [-2.374, 0.816, -26.150], [-3.709, 1.824, -25.455], [-3.690, 1.512, -27.131], [-5.125, -0.206, -24.223], [-3.568, -0.812, -24.338], [-4.240, -2.898, -24.981], [-5.433, -2.365, -26.053], [-7.371, -3.153, -25.614], [-7.968, -3.245, -23.902], [-6.714, -4.254, -24.274]],
  "mulliken_charge": [-1.07, 0.26, 0.76, -1.03, -0.67, 0.30, 0.32, 0.33, -0.05, 0.35, 0.18, 0.30, -0.90, 0.35, 0.62, -0.98, -0.71, 0.36, 0.16, 0.26, 0.26, 0.23, 0.41, 0.18, -0.68, -0.19, 0.71, -0.97, -0.91, 0.25, 0.41, 0.05, 0.25, 0.43, 0.20, 0.22, -0.89, -0.14, 0.51, -0.77, -0.64, 0.29, 0.35, 0.28, 0.25, 0.21, 0.20, 0.36, -0.90, -0.07, 0.77, -0.93, -0.66, 0.38, 0.32, 0.13, 0.17, 0.30, 0.26, 0.25, -0.73, -0.37, -0.22, -0.59, -0.08, -0.93, 0.28, 0.31, 0.27, 0.18, 0.24, 0.28, 0.43, 0.35, 0.27, 0.34]
}


Record 4
{
  "formula": "C3H5N3S2",
  "method": "the ωB97M-V functional and the def2-TZVPD basis",
  "smiles": "[H]/N=C1\\NSC(C)=NS1",
  "relative_energy_kcal_mol": 77.1,
  "e_homo_ev": -8.97,
  "orbital_gap_ev": 8.83,
  "species": ["H", "N", "C", "N", "S", "C", "C", "N", "S", "H", "H", "H", "H"],
  "coordinates": [[-3.675, -0.919, 0.175], [-3.391, 0.025, 0.272], [-2.117, 0.006, -0.085], [-1.228, -1.025, -0.101], [0.353, -0.998, -0.723], [1.005, 0.448, 0.124], [2.469, 0.360, 0.143], [0.407, 1.599, 0.042], [-1.222, 1.581, -0.662], [-1.400, -2.102, 0.375], [2.789, 1.323, 0.552], [2.824, 0.112, -0.995], [3.186, -0.410, 0.883]],
  "mulliken_charge": [0.23, -0.66, 0.64, -0.40, -0.06, 0.65, -0.98, -0.45, -0.11, 0.31, 0.31, 0.24, 0.27]
}


Record 5
{
  "formula": "C27H12AlClF4IN6O",
  "method": "the ωB97M-V functional and the def2-TZVPD basis",
  "charge": 1,
  "relative_energy_kcal_mol": 0.0,
  "e_homo_ev": -11.59,
  "orbital_gap_ev": 7.04,
  "species": ["Al", "Cl", "C", "C", "C", "I", "C", "O", "C", "N", "C", "C", "C", "C", "H", "H", "H", "H", "F", "C", "C", "F", "C", "C", "C", "F", "C", "C", "C", "N", "C", "N", "F", "C", "C", "N", "C", "N", "C", "C", "C", "C", "C", "C", "N", "H", "H", "H", "H", "H", "H", "H", "H"],
  "coordinates": [[-0.252, -1.442, 0.216], [-1.286, -7.433, -2.460], [-0.600, -5.951, -1.914], [0.716, -5.673, -2.143], [1.313, -4.467, -1.696], [3.318, -4.119, -2.053], [0.563, -3.540, -1.023], [1.018, -2.373, -0.535], [-0.807, -3.824, -0.805], [-1.499, -2.849, -0.133], [-2.773, -3.052, 0.186], [-3.441, -4.218, -0.176], [-2.771, -5.192, -0.885], [-1.418, -5.019, -1.217], [1.324, -6.393, -2.674], [-3.270, -2.271, 0.746], [-4.476, -4.343, 0.106], [-3.276, -6.102, -1.182], [2.847, 2.590, 3.660], [2.046, 2.878, 2.654], [2.414, 3.792, 1.741], [3.572, 4.426, 1.879], [1.582, 4.122, 0.609], [0.235, 3.409, 0.474], [-0.089, 2.536, 1.655], [-1.312, 1.991, 1.586], [0.776, 2.160, 2.604], [0.554, 0.963, 3.432], [0.083, -0.074, 2.716], [-0.277, -0.901, 1.952], [0.854, 0.848, 4.815], [1.093, 0.760, 5.936], [-0.745, 4.374, 0.361], [1.915, 5.065, -0.307], [3.118, 5.844, -0.284], [4.046, 6.519, -0.311], [1.053, 5.365, -1.416], [0.379, 5.553, -2.327], [-2.787, 0.221, -1.361], [-1.533, 0.979, -1.130], [-1.252, 2.270, -1.265], [0.156, 2.509, -0.826], [0.619, 1.111, -0.515], [2.010, 0.720, -0.189], [-0.371, 0.278, -0.626], [-3.527, 0.864, -1.832], [-3.208, -0.122, -0.411], [-2.627, -0.644, -2.009], [-1.922, 3.042, -1.604], [0.764, 2.954, -1.616], [2.544, 1.526, 0.310], [2.529, 0.514, -1.131], [2.078, -0.184, 0.419]],
  "mulliken_charge": [-0.86, -0.21, 0.40, -0.40, -0.49, 0.13, 0.40, -0.21, 0.82, 0.18, 0.11, -1.11, -0.52, -0.40, 0.43, 0.67, 0.43, 0.47, -0.32, 0.61, -0.08, -0.32, -0.37, 2.19, -0.86, -0.44, 1.11, -0.58, 0.87, -0.19, -0.19, -0.47, -0.40, 1.27, -0.25, -0.46, -0.31, -0.56, -1.59, 0.40, -1.16, 0.72, -0.53, -1.10, 0.57, 0.44, 0.24, 0.36, 0.51, 1.04, 0.40, 0.32, 0.32]
}


Record 6
{
  "formula": "C5H13OP",
  "method": "the ωB97M-V functional and the def2-TZVPD basis",
  "relative_energy_kcal_mol": 89.7,
  "e_homo_ev": -10.12,
  "orbital_gap_ev": 9.92,
  "species": ["C", "C", "C", "C", "C", "O", "P", "H", "H", "H", "H", "H", "H", "H", "H", "H", "H", "H", "H", "H"],
  "coordinates": [[-1.450, 0.478, -0.781], [1.098, 0.617, -0.803], [-0.160, -1.580, -1.000], [-0.116, -0.197, 1.250], [-0.129, -0.146, -0.289], [-0.016, 2.635, 1.684], [0.450, 1.334, 1.996], [-1.644, 1.478, -0.571], [-2.123, -0.085, -0.242], [-1.608, 0.278, -1.764], [1.070, 0.820, -1.876], [1.469, 1.557, -0.303], [1.882, -0.115, -0.578], [0.861, -2.053, -1.032], [-0.793, -2.229, -0.532], [-0.484, -1.428, -2.117], [-1.788, -0.253, 1.966], [0.037, -1.177, 1.754], [0.183, 1.108, 3.345], [1.921, 1.269, 2.113]],
  "mulliken_charge": [-2.09, -1.52, -1.61, -0.89, 1.78, -0.57, 0.23, 0.38, 0.56, 0.56, 0.34, 0.37, 0.44, 0.36, 0.50, 0.31, 0.24, 0.48, 0.05, 0.10]
}


Maximum force values, unit eV/Å, following the record order: 3.3, 2.4, 2.1, 5.2, 0.3, 5.7.
DFT total energy values, unit eV, following the record order: -36727.1793, -29276.3160, -42215.7282, -29329.3645, -77266.5566, -16728.3796.